Record 1
{
  "formula": "C10H19FNO6S",
  "method": "ωB97M-V/def2-TZVPD",
  "symbols": ["S", "F", "O", "O", "O", "O", "O", "O", "N", "C", "C", "C", "C", "C", "C", "C", "C", "C", "C", "H", "H", "H", "H", "H", "H", "H", "H", "H", "H", "H", "H", "H", "H", "H", "H", "H", "H", "H"],
  "coordinates": [[2.39225, 2.71636, -1.80643], [3.65989, 0.14270, -0.73611], [1.96218, 1.25663, -2.23987], [-0.94360, -1.70274, 1.19377], [3.79532, 2.89016, -1.83907], [0.79159, -2.70128, 0.19053], [1.90028, 2.60565, -0.29862], [1.58348, 3.64939, -2.51099], [-3.11953, -0.68659, -1.27098], [-0.31682, -2.70676, 0.77451], [-2.38271, 0.78512, 0.55523], [-0.97572, -4.08468, 0.97378], [2.38763, -0.33635, -0.43345], [0.00475, 1.55594, 0.95987], [-2.02989, 0.17713, -0.78551], [2.27309, -0.50179, 1.05797], [0.72814, 1.72323, -0.36399], [1.30090, 0.54843, -1.11177], [-1.47466, 1.92033, 0.98822], [1.36097, -1.04304, 1.30910], [-1.70954, 2.83495, 0.43755], [-3.59394, -1.06138, -0.45722], [2.29814, -1.33013, -0.87353], [2.33863, 0.44621, 1.58918], [3.10523, -1.12664, 1.38312], [-1.12434, -0.41559, -0.65630], [-1.86306, 1.00764, -1.48159], [0.57847, -0.10645, -1.58398], [0.04192, 2.24487, -1.03809], [-2.71309, -1.47547, -1.75759], [-3.40812, 1.16284, 0.44745], [-1.12633, -4.56313, 0.00441], [-1.93612, -3.99587, 1.48152], [-2.41496, 0.00430, 1.31153], [0.52027, 2.21428, 1.66330], [-1.70448, 2.13382, 2.03429], [-0.31715, -4.72335, 1.56451], [0.13098, 0.54123, 1.32528]],
  "lowdin_charge": [0.573, -0.015, -0.164, -0.075, -0.225, -0.075, -0.150, -0.242, 0.003, -0.735, -0.226, -0.040, -0.296, -0.128, -0.306, -0.038, -0.275, -0.152, -0.190, 0.053, 0.114, 0.056, 0.130, 0.083, 0.092, 0.074, 0.112, 0.147, 0.137, 0.056, 0.110, 0.059, 0.055, 0.094, 0.126, 0.107, 0.060, 0.092],
  "energy_ha": -1396.753852,
  "charge": -1,
  "gap_ev": 8.572,
  "largest_force_ev_per_a": 1.4,
  "homo_ha": -0.1987
}

Record 2
{
  "formula": "C7H11N3",
  "method": "ωB97M-V/def2-TZVPD",
  "symbols": ["N", "N", "N", "C", "C", "C", "C", "C", "C", "C", "H", "H", "H", "H", "H", "H", "H", "H", "H", "H", "H"],
  "coordinates": [[0.14758, -1.55593, 0.84057], [2.32350, -0.13165, -1.46634], [-0.70046, -0.75140, 0.99853], [-0.10755, 2.76367, -2.19487], [1.40566, 0.52813, -1.52195], [0.36811, 1.41163, -1.64025], [-2.18011, 1.46188, -0.91577], [-0.88304, 1.76478, -1.50255], [1.62098, -1.60722, 1.67300], [-0.06067, -2.75560, 0.09954], [-1.12221, -3.01465, 0.08733], [-2.31095, 0.42856, -0.43208], [1.60763, -2.68371, 1.82960], [2.31047, -1.26724, 0.91458], [0.55618, -3.60674, 0.41706], [0.23647, 3.65790, -1.78262], [-2.61120, 2.22105, -0.24213], [0.11648, -2.62117, -0.97243], [-0.33547, 2.72916, -3.28573], [1.48888, -0.98937, 2.54240], [-2.82365, 1.34055, -1.73991]],
  "lowdin_charge": [-0.370, 0.161, 0.096, -0.032, -0.200, -0.123, -0.044, -0.218, 0.037, -0.097, 0.084, 0.077, 0.045, 0.033, 0.078, 0.072, 0.096, 0.084, 0.106, 0.058, 0.059],
  "energy_ha": -437.373426,
  "charge": 0,
  "gap_ev": 8.388,
  "largest_force_ev_per_a": 3.4,
  "homo_ha": -0.2790
}

Record 3
{
  "formula": "C3H10O4",
  "method": "ωB97M-V/def2-TZVPD",
  "symbols": ["O", "O", "O", "O", "C", "C", "C", "H", "H", "H", "H", "H", "H", "H", "H", "H", "H"],
  "coordinates": [[-1.64690, -0.04083, 0.76980], [-0.50274, 0.00873, -3.51034], [-0.49784, 0.53723, 3.59356], [-0.94970, 1.26954, -0.85844], [1.25916, -1.43611, 0.48785], [-0.76895, 0.15872, -0.01301], [0.57850, -0.36294, -0.41149], [0.74905, -1.36242, 1.46727], [1.24361, 0.45374, -0.58149], [-1.83132, 1.66169, -0.67602], [-1.06915, 1.28037, 3.82628], [0.35939, 0.92778, 3.81777], [0.15380, 0.54054, -3.97676], [2.31243, -1.13921, 0.59167], [1.26295, -2.43588, -0.00240], [0.45658, -0.66051, -1.47217], [-1.10889, 0.59954, -3.05208]],
  "lowdin_charge": [0.121, -0.059, -0.062, 0.004, -0.066, -0.480, -0.159, 0.075, 0.107, 0.124, 0.037, 0.036, 0.046, 0.066, 0.080, 0.108, 0.021],
  "smiles": "CCC(=O)O.O.O",
  "energy_ha": -421.259902,
  "charge": 0,
  "gap_ev": 11.044,
  "largest_force_ev_per_a": 2.9,
  "homo_ha": -0.3836
}

Record 4
{
  "formula": "CH5NOS",
  "method": "ωB97M-V/def2-TZVPD",
  "symbols": ["S", "O", "N", "C", "H", "H", "H", "H", "H"],
  "coordinates": [[1.31465, 2.94531, -1.06016], [-0.75472, -1.20272, 0.20208], [-1.33357, -2.86431, 1.61644], [-0.66454, -2.35781, 0.55133], [1.46277, 3.46309, -2.28475], [0.39462, 3.84815, -0.70578], [-2.01969, -2.24644, 2.02585], [-1.43741, -3.85329, 1.80357], [0.00635, -3.06257, 0.03170]],
  "lowdin_charge": [0.466, 0.006, 0.105, -0.433, -0.234, -0.232, 0.102, 0.095, 0.124],
  "smiles": "NC=O.S",
  "energy_ha": -569.280804,
  "charge": 0,
  "gap_ev": 10.456,
  "largest_force_ev_per_a": 0.5,
  "homo_ha": -0.3480
}